Record 1
Molecular formula: C42H44N2O6
Method: DFT, ωB97M-V/def2-TZVPD

Last column: Löwdin charge in e.
Element x y z (Å)
C (-4.51, 0.80, 4.24)  -0.069
C (-3.05, 0.73, 3.81)  -0.271
O (-2.44, 1.98, 3.97)  -0.021
C (-1.19, 2.00, 3.42)  -0.442
C (-0.50, 3.30, 3.37)  -0.047
C (-1.30, 4.52, 3.47)  -0.442
O (-0.77, 5.61, 3.63)  0.014
O (-2.67, 4.40, 3.41)  -0.036
C (-3.32, 5.54, 3.93)  -0.262
C (-4.67, 5.19, 4.52)  -0.072
C (0.92, 3.35, 3.39)  -0.167
C (1.65, 4.55, 3.24)  -0.030
C (3.00, 4.59, 3.41)  -0.025
C (3.73, 3.44, 3.76)  -0.282
O (5.07, 3.57, 4.01)  -0.109
C (5.69, 2.39, 4.46)  -0.120
C (3.02, 2.23, 3.86)  -0.055
C (1.68, 2.18, 3.66)  -0.039
O (-0.65, 0.98, 3.01)  -0.008
H (-5.01, -0.17, 4.23)  0.068
H (-4.58, 1.21, 5.25)  0.075
H (-5.06, 1.48, 3.59)  0.071
H (-2.48, 0.00, 4.40)  0.123
H (-2.95, 0.45, 2.76)  0.113
H (-2.65, 5.95, 4.70)  0.119
H (-3.38, 6.29, 3.13)  0.119
H (-5.23, 6.06, 4.85)  0.069
H (-5.28, 4.66, 3.78)  0.066
H (-4.56, 4.52, 5.37)  0.073
H (1.10, 5.45, 3.00)  0.093
H (3.54, 5.52, 3.31)  0.104
H (6.75, 2.59, 4.64)  0.086
H (5.23, 2.08, 5.40)  0.093
H (5.60, 1.62, 3.70)  0.083
H (3.54, 1.33, 4.11)  0.081
H (1.16, 1.25, 3.73)  0.081
C (1.43, -5.62, -1.76)  0.002
N (0.35, -4.65, -1.68)  -0.024
C (-0.90, -5.01, -1.22)  -0.419
O (-1.27, -6.11, -0.86)  0.098
C (-1.72, -3.73, -1.17)  -0.146
C (-2.21, -3.47, 0.25)  -0.080
C (-1.08, -3.33, 1.21)  -0.232
C (-0.52, -4.45, 1.80)  -0.045
C (0.57, -4.34, 2.64)  -0.076
C (1.13, -3.11, 2.89)  -0.075
C (0.59, -1.99, 2.30)  -0.057
C (-0.50, -2.09, 1.46)  -0.037
N (-0.84, -2.63, -1.65)  0.052
C (-1.22, -1.33, -1.81)  0.021
C (-0.34, -0.35, -2.22)  -0.040
C (-0.67, 0.98, -2.41)  0.061
C (0.24, 1.98, -2.86)  -0.203
C (-0.20, 3.30, -3.03)  0.000
C (0.67, 4.28, -3.47)  -0.052
C (1.99, 3.98, -3.74)  -0.042
C (2.45, 2.68, -3.58)  -0.055
C (1.59, 1.69, -3.15)  -0.003
C (0.50, -3.21, -1.97)  -0.205
C (0.90, -2.95, -3.38)  -0.053
C (0.16, -3.36, -4.41)  -0.014
C (0.45, -3.13, -5.82)  -0.213
C (-0.35, -3.71, -6.79)  -0.036
C (-0.11, -3.51, -8.13)  -0.075
C (0.95, -2.72, -8.53)  -0.079
C (1.76, -2.13, -7.59)  -0.074
C (1.51, -2.33, -6.24)  -0.032
H (1.06, -6.60, -1.46)  0.098
H (1.79, -5.68, -2.78)  0.090
H (2.24, -5.33, -1.09)  0.097
H (-2.55, -3.82, -1.88)  0.168
H (-2.83, -2.56, 0.26)  0.121
H (-2.87, -4.29, 0.57)  0.137
H (-0.92, -5.42, 1.56)  0.110
H (1.00, -5.23, 3.09)  0.103
H (1.97, -3.02, 3.57)  0.107
H (1.02, -1.02, 2.50)  0.100
H (-0.90, -1.22, 0.98)  0.104
H (-2.24, -1.09, -1.61)  0.152
H (0.67, -0.66, -2.40)  0.088
H (-1.68, 1.28, -2.21)  0.132
H (-1.22, 3.55, -2.82)  0.121
H (0.31, 5.29, -3.60)  0.115
H (2.66, 4.75, -4.09)  0.115
H (3.48, 2.45, -3.80)  0.112
H (1.97, 0.69, -3.03)  0.103
H (1.24, -2.79, -1.27)  0.169
H (1.81, -2.40, -3.56)  0.104
H (-0.74, -3.91, -4.18)  0.122
H (-1.17, -4.34, -6.48)  0.111
H (-0.74, -3.97, -8.87)  0.107
H (1.13, -2.56, -9.59)  0.107
H (2.58, -1.51, -7.90)  0.107
H (2.16, -1.86, -5.52)  0.100

Values from the calculation:
- Lowest unoccupied orbital energy: -2.932 eV
- Energy: -2187.679095 hartree
- Charge: 0

---

Record 2
Molecular formula: C42H44P2Pd
Method: DFT, ωB97M-V/def2-TZVPD

Last column: Löwdin charge in e.
Element x y z (Å)
Pd (-0.76, 1.42, 4.28)  0.670
C (1.67, 2.10, 5.58)  -0.113
C (1.61, 1.99, 4.20)  -0.196
C (2.33, 0.91, 3.41)  -0.201
C (1.45, -0.28, 2.95)  -0.202
C (0.43, -0.76, 3.95)  -0.175
C (0.66, -0.91, 5.30)  -0.119
C (1.88, -0.49, 6.02)  -0.180
C (2.09, 1.01, 6.48)  -0.174
C (-2.58, 0.69, 4.06)  -0.288
H (1.32, 3.01, 6.08)  0.102
H (1.41, 2.91, 3.63)  0.098
H (3.21, 0.53, 3.96)  0.104
H (2.72, 1.38, 2.50)  0.106
H (0.91, 0.03, 2.04)  0.083
H (2.14, -1.09, 2.65)  0.120
H (-0.45, -1.27, 3.52)  0.103
H (-0.15, -1.28, 5.94)  0.106
H (2.79, -0.76, 5.47)  0.104
H (1.89, -1.06, 6.97)  0.116
H (1.63, 1.16, 7.47)  0.107
H (3.19, 1.12, 6.64)  0.128
H (-3.23, 1.48, 4.49)  -0.003
H (-2.67, -0.32, 4.54)  0.001
H (-2.57, 0.70, 2.94)  -0.022
P (0.00, 0.68, -4.87)  1.004
P (-1.45, -2.28, -4.33)  1.004
C (0.90, -0.89, -4.96)  -0.331
C (0.31, -2.10, -4.73)  -0.360
C (0.78, 1.59, -6.32)  -0.376
C (2.05, 1.31, -6.85)  -0.102
C (2.58, 2.08, -7.89)  -0.089
C (1.84, 3.13, -8.44)  -0.088
C (0.55, 3.39, -7.95)  -0.088
C (0.02, 2.62, -6.92)  -0.111
C (0.81, 1.45, -3.44)  -0.393
C (0.48, 0.89, -2.19)  -0.105
C (1.09, 1.38, -1.03)  -0.080
C (2.03, 2.42, -1.13)  -0.090
C (2.34, 2.99, -2.38)  -0.084
C (1.71, 2.51, -3.54)  -0.084
C (-1.82, -3.61, -5.66)  -0.336
C (-1.79, -3.24, -7.02)  -0.111
C (-1.93, -4.18, -8.04)  -0.093
C (-2.10, -5.54, -7.73)  -0.097
C (-2.15, -5.92, -6.39)  -0.090
C (-2.02, -4.97, -5.37)  -0.093
C (-1.38, -3.31, -2.84)  -0.431
C (-2.58, -3.36, -2.08)  -0.113
C (-2.64, -4.15, -0.94)  -0.088
C (-1.52, -4.90, -0.54)  -0.087
C (-0.33, -4.85, -1.29)  -0.079
C (-0.26, -4.04, -2.44)  -0.098
H (1.95, -0.85, -5.27)  0.057
H (0.85, -3.05, -4.92)  0.079
H (2.67, 0.51, -6.45)  0.087
H (3.57, 1.86, -8.28)  0.102
H (2.26, 3.74, -9.24)  0.100
H (-0.02, 4.21, -8.37)  0.099
H (-0.99, 2.82, -6.56)  0.098
H (-0.23, 0.06, -2.14)  0.095
H (0.83, 0.95, -0.06)  0.085
H (2.53, 2.79, -0.23)  0.095
H (3.06, 3.81, -2.45)  0.104
H (1.94, 2.95, -4.51)  0.098
H (-1.63, -2.19, -7.29)  0.099
H (-1.91, -3.88, -9.09)  0.101
H (-2.20, -6.29, -8.52)  0.100
H (-2.29, -6.98, -6.13)  0.101
H (-2.06, -5.31, -4.33)  0.096
H (-3.44, -2.78, -2.41)  0.097
H (-3.56, -4.19, -0.35)  0.104
H (-1.57, -5.52, 0.35)  0.099
H (0.53, -5.43, -0.98)  0.101
H (0.66, -4.00, -3.01)  0.093
C (-1.22, 1.28, 6.64)  -0.107
C (-1.21, 2.50, 7.50)  -0.303
C (-1.09, 3.75, 6.88)  -0.094
C (-1.07, 4.93, 7.61)  -0.091
C (-1.19, 4.91, 9.01)  -0.098
C (-1.33, 3.66, 9.66)  -0.100
C (-1.34, 2.48, 8.92)  -0.053
H (-0.63, 0.47, 7.12)  0.037
H (-2.24, 0.88, 6.52)  0.043
H (-0.99, 3.74, 5.79)  0.088
H (-0.97, 5.88, 7.08)  0.100
H (-1.20, 5.84, 9.58)  0.094
H (-1.46, 3.64, 10.75)  0.101
H (-1.44, 1.51, 9.42)  0.108

Values from the calculation:
- Lowest unoccupied orbital energy (alpha / beta): 0.543 / -0.897 eV
- Spin multiplicity: 3
- Energy: -2437.181950 hartree
- Charge: 0

---

Record 3
Molecular formula: C42H45I2N2
Method: DFT, ωB97M-V/def2-TZVPD

Last column: Löwdin charge in e.
Element x y z (Å)
C (2.19, -3.35, 0.10)  -0.179
C (2.19, -1.97, 1.02)  -0.684
I (1.74, -2.67, 3.09)  0.911
C (0.97, -1.00, 0.54)  -0.199
C (1.43, 0.32, -0.33)  -0.080
C (2.86, 0.41, -1.13)  -0.014
N (2.71, 1.78, -1.75)  -0.586
I (4.25, 2.50, -2.93)  0.944
C (1.37, 2.44, -1.38)  -0.014
N (0.55, 1.56, -0.47)  0.106
H (1.52, -3.23, -0.86)  0.069
H (3.27, -3.60, -0.26)  0.071
H (1.78, -4.26, 0.72)  0.060
H (3.26, -1.50, 0.96)  0.073
H (0.22, -1.61, -0.15)  0.122
H (0.33, -0.70, 1.51)  0.090
H (3.72, -0.38, -1.17)  0.139
H (1.03, 3.50, -1.78)  0.147
H (-0.39, 1.79, -0.07)  0.166
C (-1.31, -0.71, -2.69)  -0.123
C (-2.65, -0.40, -2.87)  -0.091
C (-3.54, -1.39, -3.31)  -0.079
C (-3.09, -2.68, -3.55)  -0.077
C (-1.74, -2.99, -3.36)  -0.086
C (-0.85, -2.01, -2.93)  -0.124
H (-0.61, 0.05, -2.35)  0.070
H (-3.01, 0.61, -2.68)  0.101
H (-4.59, -1.14, -3.46)  0.108
H (-3.78, -3.45, -3.88)  0.108
H (-1.39, -4.00, -3.54)  0.108
H (0.20, -2.25, -2.79)  0.091
C (6.60, -4.28, 0.03)  -0.089
C (7.77, -4.19, -0.71)  -0.085
C (8.42, -2.96, -0.87)  -0.087
C (7.89, -1.82, -0.27)  -0.096
C (6.71, -1.90, 0.48)  -0.109
C (6.07, -3.13, 0.63)  -0.113
H (6.10, -5.23, 0.15)  0.105
H (8.19, -5.08, -1.17)  0.106
H (9.33, -2.89, -1.45)  0.105
H (8.39, -0.86, -0.38)  0.101
H (6.30, -1.01, 0.95)  0.095
H (5.15, -3.20, 1.20)  0.082
C (-1.63, -0.18, 5.06)  -0.081
C (-0.46, -0.09, 4.32)  -0.150
C (0.19, 1.14, 4.16)  -0.111
C (-0.34, 2.28, 4.76)  -0.103
C (-1.52, 2.19, 5.51)  -0.088
C (-2.17, 0.97, 5.66)  -0.085
H (-2.13, -1.14, 5.18)  0.104
H (-0.04, -0.99, 3.86)  -0.071
H (1.10, 1.20, 3.58)  0.092
H (0.16, 3.24, 4.65)  0.097
H (-1.93, 3.08, 5.98)  0.104
H (-3.08, 0.90, 6.23)  0.099
C (-5.84, 0.00, 5.07)  -0.114
C (-6.51, 0.62, 6.13)  -0.101
C (-7.18, -0.14, 7.08)  -0.092
C (-7.17, -1.54, 6.98)  -0.092
C (-6.50, -2.16, 5.93)  -0.096
C (-5.83, -1.39, 4.97)  -0.103
H (-5.32, 0.60, 4.33)  0.097
H (-6.51, 1.71, 6.21)  0.101
H (-7.71, 0.34, 7.89)  0.102
H (-7.69, -2.14, 7.72)  0.103
H (-6.49, -3.24, 5.86)  0.101
H (-5.31, -1.87, 4.15)  0.097
C (-0.95, 6.24, -1.02)  -0.098
C (-1.33, 7.53, -0.65)  -0.084
C (-1.53, 7.84, 0.69)  -0.077
C (-1.33, 6.87, 1.67)  -0.081
C (-0.94, 5.58, 1.31)  -0.091
C (-0.76, 5.26, -0.04)  -0.114
H (-0.79, 5.99, -2.07)  0.098
H (-1.48, 8.29, -1.42)  0.107
H (-1.83, 8.85, 0.97)  0.108
H (-1.48, 7.12, 2.72)  0.107
H (-0.79, 4.83, 2.07)  0.094
H (-0.46, 4.26, -0.32)  0.047
C (0.34, -2.35, -8.48)  -0.089
C (1.30, -1.43, -8.90)  -0.092
C (1.63, -0.34, -8.10)  -0.098
C (1.00, -0.17, -6.86)  -0.103
C (0.05, -1.10, -6.43)  -0.094
C (-0.28, -2.18, -7.24)  -0.089
H (0.09, -3.20, -9.11)  0.104
H (1.79, -1.56, -9.86)  0.103
H (2.37, 0.38, -8.43)  0.099
H (1.26, 0.67, -6.23)  0.091
H (-0.44, -0.97, -5.47)  0.078
H (-1.03, -2.90, -6.91)  0.099

Values from the calculation:
- Lowest unoccupied orbital energy: -4.710 eV
- Energy: -2331.827660 hartree
- Charge: +1

---

Record 4
Molecular formula: C42H45N3O11PPt
Method: DFT, ωB97M-V/def2-TZVPD

Last column: Löwdin charge in e.
Element x y z (Å)
Pt (-0.31, -1.17, -2.17)  1.085
C (-1.15, -3.31, -4.93)  -0.082
O (-0.04, -2.40, -5.07)  -0.264
P (-0.02, -1.00, -4.34)  0.534
O (1.31, -0.34, -4.89)  -0.266
C (2.57, -0.41, -4.22)  -0.098
O (-1.13, -0.29, -5.22)  -0.264
C (-1.42, 1.11, -5.28)  -0.057
H (-1.06, -4.00, -5.76)  0.086
H (-2.09, -2.76, -5.02)  0.077
H (-1.10, -3.82, -3.98)  0.059
H (3.17, 0.40, -4.62)  0.089
H (3.04, -1.37, -4.42)  0.093
H (2.45, -0.29, -3.14)  0.060
H (-2.29, 1.33, -4.68)  0.080
H (-1.63, 1.33, -6.33)  0.092
H (-0.59, 1.71, -4.94)  0.062
O (3.90, -2.74, -1.11)  0.047
C (3.68, -4.04, -1.40)  -0.266
C (4.73, -4.94, -1.19)  -0.024
C (4.56, -6.28, -1.48)  -0.101
C (3.35, -6.76, -1.96)  -0.105
C (2.31, -5.87, -2.15)  -0.024
C (2.46, -4.51, -1.88)  -0.065
C (1.30, -3.59, -2.10)  -0.581
O (0.17, -4.02, -2.28)  0.015
O (1.59, -2.33, -2.07)  -0.179
H (3.06, -2.25, -1.27)  0.052
H (5.66, -4.55, -0.80)  0.110
H (5.39, -6.96, -1.31)  0.095
H (3.22, -7.81, -2.19)  0.090
H (1.34, -6.20, -2.51)  0.115
O (-1.59, -3.19, 1.29)  0.029
C (-1.37, -2.07, 0.83)  -0.607
O (-0.99, -1.91, -0.39)  -0.215
C (-1.54, -0.91, 1.78)  -0.151
C (-2.07, -1.23, 3.03)  -0.021
C (-2.20, -0.28, 4.05)  -0.007
C (-1.77, 0.99, 3.76)  -0.246
O (-1.76, 2.08, 4.58)  0.021
C (-1.23, 3.16, 3.80)  -0.125
O (-0.91, 2.65, 2.51)  0.028
C (-1.27, 1.32, 2.52)  -0.197
C (-1.16, 0.41, 1.50)  0.057
H (-2.35, -2.26, 3.20)  0.114
H (-2.62, -0.52, 5.02)  0.115
H (-0.33, 3.55, 4.28)  0.130
H (-1.99, 3.94, 3.70)  0.133
H (-0.78, 0.69, 0.51)  0.113
C (1.26, 2.56, -3.14)  -0.073
C (0.29, 3.40, -2.31)  -0.361
C (0.75, 3.41, -0.85)  -0.058
C (-1.19, 3.05, -2.40)  -0.137
C (-2.05, 4.12, -2.62)  -0.066
C (-3.43, 3.98, -2.59)  -0.107
C (-3.93, 2.72, -2.34)  -0.074
C (-3.13, 1.59, -2.13)  -0.132
C (-3.95, 0.33, -1.81)  -0.356
C (-4.22, 0.25, -0.31)  -0.042
C (-3.47, -1.03, -2.31)  -0.077
C (-1.73, 1.74, -2.14)  -0.296
O (-0.84, 0.79, -1.88)  -0.284
H (2.29, 2.87, -2.94)  0.081
H (1.10, 2.69, -4.22)  0.073
H (1.16, 1.51, -2.89)  0.043
H (0.37, 4.43, -2.68)  0.117
H (0.62, 2.42, -0.42)  0.058
H (0.16, 4.12, -0.27)  0.081
H (1.81, 3.70, -0.78)  0.075
H (-1.61, 5.10, -2.80)  0.102
H (-4.08, 4.83, -2.75)  0.089
H (-5.01, 2.59, -2.30)  0.106
H (-4.91, 0.51, -2.31)  0.116
H (-3.29, 0.05, 0.24)  0.059
H (-4.92, -0.56, -0.08)  0.083
H (-4.64, 1.19, 0.07)  0.079
H (-2.65, -1.41, -1.71)  0.025
H (-3.17, -1.01, -3.36)  0.060
H (-4.29, -1.75, -2.21)  0.085
N (0.82, 0.37, 5.37)  0.181
C (0.86, 1.12, 6.52)  -0.194
C (0.16, 1.06, 7.72)  -0.022
C (0.47, 2.01, 8.67)  -0.106
C (1.45, 2.99, 8.44)  -0.107
C (2.14, 3.05, 7.25)  -0.026
C (1.83, 2.10, 6.27)  -0.236
N (2.36, 1.94, 4.99)  0.182
C (1.73, 0.91, 4.50)  -0.275
C (1.92, 0.35, 3.15)  -0.146
C (2.47, 1.13, 2.15)  -0.003
C (2.55, 0.61, 0.87)  -0.125
N (2.11, -0.61, 0.55)  0.099
C (1.64, -1.38, 1.53)  -0.120
C (1.53, -0.95, 2.84)  -0.004
H (0.17, -0.37, 5.16)  0.137
H (-0.60, 0.30, 7.90)  0.107
H (-0.06, 2.00, 9.62)  0.094
H (1.66, 3.72, 9.22)  0.092
H (2.89, 3.80, 7.06)  0.107
H (2.78, 2.15, 2.37)  0.113
H (2.93, 1.21, 0.05)  0.104
H (1.29, -2.36, 1.24)  0.122
H (1.11, -1.62, 3.58)  0.119

Values from the calculation:
- Lowest unoccupied orbital energy: 2.284 eV
- Energy: -3080.254092 hartree
- Charge: -1